1) {
  "formula": "C8H11N3",
  "method": "ωB97M-V with the def2-TZVPD basis set",
  "e_homo_ev": [-8.04, -7.66],
  "total_charge": 0,
  "homo_lumo_gap_ev": [8.0, 7.9],
  "symbols": ["C", "C", "C", "C", "C", "C", "C", "C", "N", "N", "N", "H", "H", "H", "H", "H", "H", "H", "H", "H", "H", "H"],
  "coordinates": [[0.82, -1.30, -1.27], [-1.06, -1.34, 0.46], [-1.58, -0.12, 0.41], [0.32, 1.14, -0.40], [1.40, 0.36, 0.42], [1.31, -1.07, -0.03], [-2.94, 0.34, 0.94], [0.93, 2.13, -1.27], [0.49, -1.27, -2.37], [-0.92, 0.88, -0.27], [1.94, -2.12, 0.74], [-1.29, -2.29, 0.71], [2.34, 0.88, 0.13], [1.21, 0.49, 1.46], [-2.71, 1.35, 1.27], [-3.38, -0.52, 1.57], [-3.64, 0.43, 0.11], [0.14, 3.03, -1.46], [1.11, 1.70, -2.20], [1.83, 2.48, -0.92], [2.01, -3.10, 0.25], [1.66, -2.09, 1.71]]
}



2) {
  "formula": "C8H11N3",
  "method": "ωB97M-V with the def2-TZVPD basis set",
  "e_homo_ev": -7.73,
  "total_charge": 0,
  "homo_lumo_gap_ev": 8.3,
  "symbols": ["C", "C", "C", "C", "C", "C", "C", "C", "H", "H", "H", "H", "H", "H", "H", "H", "H", "H", "H", "N", "N", "N"],
  "coordinates": [[-4.03, 0.71, 0.00], [-0.29, -0.12, 0.05], [0.47, 1.05, 0.04], [1.87, 1.27, -0.17], [2.50, 0.08, -0.19], [3.98, -0.22, 0.32], [1.80, -1.22, -0.10], [0.44, -1.32, -0.11], [-3.42, 1.19, 0.63], [-4.26, 1.31, -1.14], [-5.03, 0.76, 0.56], [-4.06, -1.73, -0.27], [-0.15, 1.88, 0.33], [2.45, 2.16, -0.43], [4.08, -1.42, 0.45], [4.08, 0.48, 1.34], [4.49, 0.65, -0.86], [2.58, -1.88, -0.13], [0.07, -2.26, -0.54], [-3.58, -0.66, 0.16], [-2.31, -0.91, 0.02], [-1.68, 0.22, 0.02]]
}



Which structure is most stable, and how do the rest compare? From most to least stable: 1), 2).